(1)
The following is a quantum chemistry calculation of the molecule C9H15BBrFINO2, from the Open Molecules 2025 dataset.

Structure (XYZ):
```
31
Properties=species:S:1:pos:R:3:lowdin_charge:R:1
C 2.6466 1.3703 1.0179 0.045
C 2.0062 1.6947 -0.1009 -0.201
C 1.3380 0.8762 -1.1722 -0.791
I 2.3469 1.3903 -3.0387 0.895
O 0.0272 1.4266 -1.2341 -0.162
C -0.7705 0.5329 -0.4688 -0.381
C -2.2187 0.9661 -0.4006 -0.093
C -2.8379 0.6676 0.9515 -0.377
C -3.1918 -0.8037 1.1668 -0.014
F -3.9904 1.4399 1.0849 -0.025
C -0.3892 -0.8007 -1.0948 -0.562
Br -1.0471 -0.8272 -2.9448 0.763
C 1.1429 -0.6746 -1.0705 -0.238
B 1.8455 -1.5505 0.0775 -0.621
N 3.2596 -1.6659 0.1657 0.187
O 1.1135 -2.3353 0.9451 0.149
H 2.6788 2.0976 1.8204 0.067
H 3.1686 0.4407 1.1752 0.037
H 1.8555 2.7521 -0.3045 0.104
H -0.3689 0.4753 0.5605 0.159
H -2.8113 0.5371 -1.2094 0.102
H -2.2382 2.0502 -0.5312 0.138
H -2.1499 0.9950 1.7361 0.140
H -4.2494 -0.8845 1.4114 0.086
H -2.6120 -1.2499 1.9739 0.077
H -3.0257 -1.3858 0.2592 0.075
H -0.8014 -1.6945 -0.6406 0.090
H 1.5050 -1.1759 -1.9716 0.093
H 3.6720 -1.5923 1.0833 0.086
H 3.7958 -1.1346 -0.5067 0.087
H 0.3003 -1.9371 1.2602 0.086
```

Computed properties:
- SMILES: C=C[C@]1(I)O[C@@H](C[C@H](C)F)[C@@H](Br)[C@@H]1B(N)O



(2)
The following is a quantum chemistry calculation of a structure of composition C23H22N8O2Pd, from the Open Molecules 2025 dataset.

Structure (XYZ):
```
56
Properties=species:S:1:pos:R:3:lowdin_charge:R:1
Pd -0.9832 0.8984 1.0019 1.076
O 2.0663 3.3622 0.0926 0.184
C 1.3534 2.5180 0.5386 -0.334
N -0.0829 2.5311 0.4290 0.043
C -0.8399 3.4731 -0.0642 -0.117
C -0.4296 4.7380 -0.6000 0.032
C -1.3897 5.5878 -1.0131 0.025
C -2.8113 5.2710 -0.9432 0.024
C -3.2714 4.1046 -0.4531 0.032
C -2.3091 3.1443 0.0094 -0.116
N -2.5433 1.9737 0.5375 0.041
C -3.8226 1.3772 0.8343 -0.330
O -4.8721 1.8987 0.6250 0.187
C -3.6545 0.0143 1.4432 -0.171
C -4.7779 -0.7066 1.7824 0.048
C -4.6146 -1.9850 2.3058 0.012
C -3.3354 -2.4905 2.4445 0.004
C -2.2522 -1.7019 2.0788 -0.083
N -2.4024 -0.4691 1.6080 -0.022
C 1.8294 1.3181 1.3079 -0.180
C 3.1737 1.1985 1.5872 0.044
C 3.6041 0.1063 2.3314 0.006
C 2.6674 -0.8106 2.7694 0.000
C 1.3307 -0.6219 2.4424 -0.088
N 0.9146 0.4122 1.7213 -0.019
H 0.6181 4.9820 -0.6625 0.122
H -1.1057 6.5504 -1.4180 0.135
H -3.5132 6.0105 -1.3056 0.135
H -4.3225 3.8724 -0.4044 0.121
H -5.7536 -0.2670 1.6288 0.140
H -5.4755 -2.5760 2.5869 0.134
H -3.1635 -3.4865 2.8266 0.129
H -1.2419 -2.0773 2.1397 0.101
H 3.8553 1.9576 1.2291 0.139
H 4.6517 -0.0159 2.5705 0.133
H 2.9534 -1.6687 3.3608 0.128
H 0.5786 -1.3202 2.7757 0.102
C 3.4080 -2.3595 -3.2862 -0.067
C 2.9289 -3.3314 -2.2124 -0.405
C 3.4431 -2.9352 -0.8314 -0.077
C 1.4083 -3.5010 -2.2350 -0.093
N 0.6924 -2.2505 -1.9621 -0.091
C 0.2806 -1.2962 -2.8046 -0.124
N -0.2579 -0.3195 -2.1107 0.040
N -0.1575 -0.7087 -0.8297 -0.105
N 0.4157 -1.8556 -0.7222 0.071
H 4.4963 -2.3522 -3.3315 0.089
H 3.0875 -1.3366 -3.0698 0.075
H 3.0404 -2.6348 -4.2768 0.086
H 3.3172 -4.3253 -2.4521 0.145
H 3.0983 -1.9343 -0.5571 0.057
H 4.5328 -2.9240 -0.8281 0.087
H 3.1093 -3.6336 -0.0618 0.082
H 1.0772 -4.2165 -1.4847 0.131
H 1.0727 -3.8452 -3.2124 0.136
H 0.3779 -1.3432 -3.8759 0.143
```

Computed properties:
- Net charge: +2
- Energy above the lowest of the compared OMol25 structures with the same formula, charge and spin: 0.0 kJ/mol



(3)
The following is a quantum chemistry calculation of a structure of composition C2H2Br6 in a non-equilibrium geometry, from the Open Molecules 2025 dataset.

Structure (XYZ):
```
10
Properties=species:S:1:pos:R:3:lowdin_charge:R:1
C -1.8399 0.0380 -0.2400 -1.516
Br -3.6161 -0.0817 -1.1552 0.521
Br -1.5826 -1.0795 1.4032 0.472
Br -1.3244 1.9670 -0.1095 0.525
H -1.0811 -0.3410 -0.9247 -0.246
C 1.9098 0.0451 0.1376 -1.424
Br 1.1084 -0.1438 1.9369 0.475
Br 0.7914 -1.0275 -1.1539 0.653
Br 3.7975 -0.4806 0.2162 0.566
H 1.8371 1.1040 -0.1107 -0.028
```

Computed properties:
- Energy above the lowest of the compared OMol25 structures with the same formula, charge and spin: 152.7 kJ/mol



Quick rundown of lowest unoccupied orbital energy, same order as above: 0.249, -8.850, -0.711 eV
Quick rundown of energy, same order as above: -96699.7200, -43688.7270, -422359.0349 eV
Quick rundown of orbital gap, same order as above: 9.555, 6.479, 8.656 eV